128
Properties=species:S:1:pos:R:3:forces:R:3:mulliken_charge:R:1 method="wB97M-V/def2-TZVPD" homo_energy_ha=-0.191 gap_ha=0.256 energy_ha=-2798.99239 fmax_ev_per_a=4.5 total_charge=-1 lumo_energy_ha=0.065
O -1.105606 -0.668087 3.199774 -1.19 -0.56 3.20 -0.28
H -0.226760 -0.283924 3.240311 2.13 1.65 0.73 -0.02
H -1.331763 -0.621743 2.267947 -0.49 -0.35 -4.43 0.64
H -1.089189 -1.581062 3.496096 0.02 -0.47 -0.13 0.52
S 0.097528 -0.513692 -0.002903 0.25 -1.14 -2.19 0.97
O 0.793582 0.534018 0.731981 0.36 1.20 1.32 -0.92
O -0.228006 -0.113166 -1.393264 -0.42 0.38 0.97 -1.02
O 0.941897 -1.679648 -0.071718 0.74 -1.16 0.43 -0.66
O -1.157469 -0.849519 0.728774 -1.50 0.30 1.12 -1.15
C -0.533607 0.728937 -5.230279 -1.59 0.08 -0.29 -1.54
C -1.663751 1.427356 -4.415689 0.69 -1.11 1.24 0.25
C -2.861511 0.590971 -4.007332 -2.24 -0.22 -1.32 0.33
O -3.692295 0.437376 -5.190438 -0.53 -0.64 -0.24 -0.53
C -4.542241 -0.722194 -5.186235 1.41 0.59 0.41 -0.72
N -1.091548 1.905205 -3.160732 -0.31 0.72 -0.68 -0.30
H 0.092276 1.518126 -5.646879 0.22 -0.27 0.06 0.36
H -0.987684 0.142573 -6.029072 -0.07 0.24 -0.43 0.44
H 0.037009 -0.027490 -4.691478 0.08 0.48 0.59 0.22
H -2.144084 2.252226 -4.941955 0.49 0.17 -0.44 0.47
H -3.579506 1.106016 -3.369122 0.53 1.01 0.37 0.22
H -2.790471 -0.316919 -3.408329 1.05 -0.64 -0.64 0.02
H -5.303627 -0.625894 -5.960265 0.34 -0.08 -0.17 0.32
H -5.050008 -0.888051 -4.236094 -0.09 0.23 0.30 0.29
H -3.825862 -1.533206 -5.317240 -0.57 -0.70 -0.37 0.19
H -0.861775 1.087326 -2.614485 0.56 -0.30 0.27 0.24
H -1.888106 2.273041 -2.660442 0.33 0.39 0.35 0.41
C 4.235482 -4.891084 1.658200 2.65 -3.29 0.23 -1.45
C 3.619294 -4.218672 0.536685 -1.11 2.81 0.41 1.11
C 3.478424 -4.716527 -0.883655 0.32 -0.24 0.64 -0.50
O 4.693119 -4.654416 -1.573259 1.38 -0.58 -0.45 -0.36
C 5.476161 -5.837240 -1.479645 0.22 0.47 -0.05 -0.69
N 2.294036 -3.950549 1.023741 -1.50 0.54 -0.29 -0.81
H 5.265878 -5.160177 1.425864 0.48 0.03 -0.12 0.47
H 3.775001 -5.874854 1.749064 -0.36 -0.04 0.79 0.36
H 4.350656 -4.349254 2.596944 -0.82 0.18 -0.14 0.00
H 4.189727 -3.290727 0.496419 0.19 0.61 -0.75 0.05
H 2.807870 -4.018922 -1.385462 -0.15 -0.14 0.04 0.10
H 3.063926 -5.724533 -0.898462 -0.24 -0.20 -0.12 0.35
H 6.504372 -5.642537 -1.784575 -0.13 0.40 -0.55 0.26
H 5.055401 -6.606823 -2.126794 -0.03 -0.29 0.12 0.30
H 5.646552 -6.198915 -0.465615 -0.69 -0.13 0.26 0.26
H 1.875302 -3.206979 0.483490 -0.55 -0.10 -0.81 0.53
H 2.327841 -3.441371 1.895337 0.47 -0.64 0.49 0.51
C 3.764395 -2.300054 5.179484 0.43 -0.80 0.67 -1.68
C 3.078578 -1.411696 4.195061 -1.14 0.80 -0.83 1.03
C 3.832869 -0.468616 3.194661 0.42 -0.90 0.29 -0.84
O 3.880402 0.834235 3.744885 0.46 0.28 0.54 -0.40
C 4.516941 1.791847 2.917486 -0.10 0.27 -0.38 -0.82
N 2.116828 -2.207436 3.394533 0.13 0.77 0.17 -0.46
H 4.313783 -1.718617 5.919891 0.54 -0.01 -0.29 0.41
H 4.306136 -3.169053 4.806045 0.39 0.32 -0.29 0.32
H 2.985937 -2.749318 5.796158 -0.35 -0.07 -0.03 0.37
H 2.631406 -0.719124 4.908136 -0.76 0.53 -0.36 -0.11
H 3.396477 -0.429414 2.196598 -0.71 -0.10 0.00 0.34
H 4.822265 -0.874419 2.983634 0.53 0.15 0.31 0.61
H 3.903308 2.025224 2.047384 -0.03 -0.29 -0.33 0.24
H 5.514323 1.489122 2.598591 0.03 -0.34 -0.09 0.37
H 4.648801 2.752920 3.414525 -0.22 -0.25 0.60 0.29
H 1.747844 -1.648076 2.638839 0.06 0.19 -0.48 -0.13
H 1.295080 -2.557232 3.866201 0.26 -0.21 0.66 0.13
C 0.100134 -3.688149 -3.611095 0.65 -0.34 0.05 -1.89
C -1.314864 -3.123230 -3.560478 -0.29 -0.28 -0.41 1.73
C -2.383851 -4.175681 -3.938409 -0.58 0.24 0.91 -1.06
O -2.206155 -4.642249 -5.227116 -0.33 -0.50 -2.04 -0.36
C -3.139127 -5.636283 -5.651063 1.23 -0.89 0.35 -0.91
N -1.586256 -2.547980 -2.264966 -0.89 -0.09 0.85 -0.52
H 0.842612 -2.988534 -3.227212 -0.16 0.42 -0.22 0.40
H 0.417825 -4.045202 -4.590719 -0.23 0.42 -0.31 0.45
H 0.290245 -4.562020 -2.987943 -0.71 -0.13 0.42 0.39
H -1.449663 -2.323513 -4.288758 0.39 -0.04 -0.77 -0.28
H -3.388882 -3.754012 -3.924207 -0.24 0.61 0.46 0.38
H -2.442357 -5.030812 -3.265040 0.46 -0.09 0.58 0.50
H -4.186467 -5.616554 -5.349753 -0.18 1.19 0.09 0.33
H -2.833167 -6.591378 -5.224122 0.30 -0.35 0.17 0.36
H -3.055131 -5.782493 -6.727940 -0.06 0.46 0.01 0.28
H -1.117624 -1.667708 -2.104966 1.59 -0.08 0.00 0.09
H -2.493672 -2.104729 -2.249946 -1.07 -0.73 -0.11 0.35
C 1.900902 4.170012 0.469935 -0.71 1.95 1.02 -1.24
C 0.647348 3.880072 -0.349236 1.25 -1.08 -0.76 1.92
C 0.288405 4.971030 -1.411453 1.56 -0.05 0.67 -0.80
O 0.025047 6.200063 -0.771874 -1.25 0.55 0.65 -0.45
C -1.234404 6.149355 -0.115759 -0.09 -0.35 0.29 -0.19
N 1.008457 2.623161 -0.997884 -0.84 1.19 -1.73 -0.70
H 2.816360 4.305090 -0.106086 -0.17 -0.59 -0.25 0.37
H 2.004376 3.467283 1.296717 0.24 -0.49 -0.45 -0.28
H 1.785733 5.115788 0.999400 -0.08 0.44 0.16 0.41
H -0.229524 3.783521 0.290975 -0.17 0.02 0.49 -0.71
H -0.544928 4.756840 -2.080614 0.04 -0.68 0.02 0.30
H 1.179614 5.216958 -1.988833 0.05 -0.51 -0.33 0.45
H -1.116891 6.223141 0.965376 0.10 0.37 0.12 0.30
H -1.734046 5.190554 -0.254171 0.05 -0.21 -0.25 -0.26
H -1.950636 6.887630 -0.476403 0.28 0.44 -0.09 0.32
H 0.307039 2.494122 -1.713047 0.21 -0.60 -0.41 0.55
H 1.038174 1.785575 -0.434260 -0.09 0.42 0.45 0.20
C -4.608907 0.505481 1.457802 -0.85 1.37 -0.76 -1.64
C -4.336455 1.115752 0.008089 1.75 -2.19 1.33 0.25
C -3.258202 2.231908 -0.040333 -0.98 0.19 0.40 0.39
O -3.025744 2.771753 -1.326951 -1.33 0.85 -0.50 -0.28
C -4.198665 3.316816 -1.978434 0.68 -1.77 -0.06 -1.17
N -3.755341 0.024871 -0.797214 -1.08 0.53 -0.64 -0.47
H -3.812245 0.121359 2.094885 0.69 0.42 -0.62 0.06
H -5.299333 -0.336672 1.411060 -0.16 0.11 -0.47 0.42
H -5.110339 1.298752 2.012234 -0.09 -0.04 0.40 0.47
H -5.273347 1.370999 -0.487056 -0.12 0.28 0.50 0.49
H -2.302446 1.760202 0.187986 0.01 0.18 0.57 -0.74
H -3.530215 3.073100 0.597239 0.21 0.10 0.58 0.50
H -4.718764 4.094658 -1.419374 0.34 0.29 -0.05 0.39
H -4.883148 2.483455 -2.136821 -0.47 0.07 0.15 0.36
H -3.898681 3.536462 -3.003064 0.14 0.79 0.25 0.31
H -3.514282 0.580068 -1.605759 0.49 -0.73 -0.67 -0.01
H -2.872349 -0.245161 -0.387928 0.45 -0.26 0.25 0.09
C -0.946536 2.644220 3.278940 0.11 0.56 1.25 -1.01
C 0.500957 2.593508 3.730677 -0.58 0.54 0.27 1.10
C 0.792662 2.984074 5.207450 -0.20 1.69 0.00 -0.84
O 0.428649 4.382480 5.380370 -1.15 -0.09 0.21 -0.28
C 0.641218 4.964775 6.681875 1.03 -1.29 -1.02 -0.80
N 0.893389 1.243040 3.456130 1.04 -1.15 0.67 -0.23
H -1.436347 1.793007 3.751812 -0.37 0.05 -0.20 0.20
H -0.937315 2.562399 2.192050 -0.40 0.08 0.06 -0.16
H -1.378009 3.563967 3.673890 -0.37 0.09 -0.52 0.55
H 1.013790 3.254254 3.031732 0.46 0.49 0.55 -0.38
H 1.842518 2.950899 5.498638 0.48 -0.48 -0.51 0.47
H 0.285214 2.372891 5.953811 -0.51 -0.27 -0.16 0.43
H 1.726397 4.938830 6.780962 0.27 0.62 0.49 0.33
H 0.272089 4.376463 7.521955 -0.50 -0.26 -0.11 0.29
H 0.236784 5.975313 6.739675 0.06 -0.17 -0.37 0.23
H 1.855431 1.161338 3.752609 0.41 -0.45 0.08 -0.11
H 0.941108 1.159787 2.450696 -0.02 -0.30 -0.82 0.44